Entry from the OMol25 dataset: C36H36IKN5O4S as an isolated structure at a distorted geometry (ωB97M-V with the def2-TZVPD basis set).

```
! RIJCOSX wB97M-V def2-TZVPD def2/J DEFGRID3
* xyz -1 1
K 1.37 -0.36 -0.40
C -5.61 -2.13 -3.48
C -4.40 -1.54 -2.82
C -4.30 -0.21 -2.52
C -3.14 0.33 -1.90
C -3.08 1.72 -1.66
N -2.07 2.35 -1.14
C -1.98 3.80 -1.06
C -1.92 4.34 0.37
C -0.62 4.09 1.14
N -0.50 2.73 1.66
C -1.12 2.33 2.74
C -1.09 1.04 3.29
C -1.86 0.73 4.44
C -1.92 -0.53 4.94
C -2.72 -0.88 6.17
C -1.20 -1.55 4.26
C -0.42 -1.33 3.16
C 0.27 -2.47 2.53
N 1.19 -2.35 1.67
C 1.86 -3.53 1.15
C 2.25 -3.36 -0.32
C 1.14 -3.64 -1.34
N 0.15 -2.57 -1.38
C -1.03 -2.86 -1.74
C -2.12 -1.90 -1.93
C -3.28 -2.35 -2.51
C -2.02 -0.49 -1.55
O -1.04 -0.03 -0.94
C -0.32 0.02 2.62
O 0.38 0.30 1.63
H -6.42 -1.41 -3.54
H -5.98 -3.00 -2.93
H -5.39 -2.47 -4.50
H -5.12 0.46 -2.75
H -3.94 2.33 -1.95
H -1.23 1.78 -0.98
H -2.86 4.22 -1.56
H -1.07 4.08 -1.60
H -2.76 3.97 0.96
H -2.03 5.43 0.29
H -0.58 4.77 1.99
H 0.25 4.27 0.51
H 0.09 2.03 1.19
H -1.72 3.08 3.25
H -2.42 1.53 4.92
H -3.36 -0.05 6.47
H -2.06 -1.10 7.02
H -3.35 -1.75 6.01
H -1.27 -2.57 4.63
H -0.05 -3.47 2.88
H 1.26 -4.45 1.29
H 2.78 -3.65 1.73
H 3.08 -4.04 -0.55
H 2.62 -2.35 -0.48
H 0.67 -4.61 -1.13
H 1.60 -3.69 -2.33
H -1.30 -3.91 -1.97
H -3.33 -3.41 -2.77
O 3.43 -0.61 -2.54
C 3.09 0.57 -2.27
O 3.11 1.06 -1.12
C 2.51 1.43 -3.39
C 2.86 1.07 -4.69
C 2.41 1.75 -5.80
C 1.54 2.81 -5.61
C 1.15 3.17 -4.34
C 1.61 2.52 -3.18
S 0.94 3.08 -1.64
H 3.52 0.21 -4.78
H 2.72 1.45 -6.80
H 1.15 3.36 -6.46
H 0.46 3.99 -4.19
I 4.32 -1.12 5.72
C 4.53 -0.81 3.67
C 5.75 -1.03 3.04
C 5.82 -0.82 1.67
C 4.68 -0.39 0.99
N 3.52 -0.19 1.61
C 3.44 -0.40 2.92
H 6.61 -1.37 3.60
H 6.75 -0.98 1.14
H 4.67 -0.19 -0.07
H 2.47 -0.23 3.38
*
```

The relative energy (zero: lowest compared OMol25 entry of this formula, charge and spin) is 0.0 kJ/mol. The value obtained for the HOMO-LUMO gap is 5.2 eV.



Entry from the OMol25 dataset: C36H36N4O3PTl as an isolated structure (ωB97M-V with the def2-TZVPD basis set).

```
! RIJCOSX wB97M-V def2-TZVPD def2/J DEFGRID3
* xyz 0 1
Tl 0.23 0.04 1.21
N 2.91 -0.59 1.82
C 3.81 -1.21 0.84
C 3.83 -0.46 -0.49
C 2.75 -0.88 -1.50
N 1.43 -0.30 -1.21
H 3.30 0.28 2.16
H 2.77 -1.20 2.62
H 3.47 -2.24 0.67
H 4.84 -1.27 1.23
H 4.80 -0.63 -0.96
H 3.74 0.62 -0.30
H 2.66 -1.96 -1.49
H 3.10 -0.60 -2.50
H 0.71 -0.87 -1.66
H 1.36 0.63 -1.61
O -0.76 -2.41 2.30
C -1.03 -2.76 1.14
N -1.67 -3.93 0.82
C -1.93 -4.00 -0.60
C -1.17 -2.71 -1.06
O -1.02 -2.37 -2.23
N -0.72 -2.05 0.02
C -3.42 -3.93 -0.94
C -4.35 -4.57 -0.12
C -5.70 -4.55 -0.43
C -6.15 -3.89 -1.56
C -5.23 -3.25 -2.39
C -3.88 -3.28 -2.08
C -1.37 -5.28 -1.23
C -1.05 -5.33 -2.59
C -0.59 -6.51 -3.15
C -0.44 -7.65 -2.38
C -0.77 -7.61 -1.04
C -1.23 -6.43 -0.47
H -2.19 -4.42 1.52
H -4.03 -5.12 0.76
H -6.41 -5.06 0.22
H -7.20 -3.88 -1.81
H -5.57 -2.74 -3.28
H -3.16 -2.78 -2.72
H -1.16 -4.44 -3.19
H -0.34 -6.53 -4.21
H -0.08 -8.57 -2.83
H -0.66 -8.49 -0.42
H -1.47 -6.41 0.59
O -1.58 1.95 0.11
P -2.72 2.88 0.30
C -2.97 3.36 2.03
C -3.56 4.56 2.40
C -3.74 4.86 3.75
C -3.32 3.95 4.72
C -2.73 2.75 4.35
C -2.56 2.45 3.01
C -2.51 4.43 -0.62
C -3.21 4.73 -1.78
C -2.90 5.88 -2.49
C -1.89 6.72 -2.06
C -1.18 6.42 -0.90
C -1.49 5.28 -0.18
C -4.28 2.13 -0.23
C -4.22 0.82 -0.71
C -5.38 0.17 -1.10
C -6.60 0.83 -1.00
C -6.67 2.13 -0.51
C -5.51 2.78 -0.12
H -3.87 5.27 1.65
H -4.19 5.79 4.04
H -3.46 4.19 5.77
H -2.41 2.05 5.11
H -2.09 1.52 2.71
H -4.00 4.07 -2.12
H -3.45 6.11 -3.40
H -1.64 7.60 -2.62
H -0.40 7.08 -0.56
H -0.95 5.03 0.73
H -3.26 0.33 -0.78
H -5.34 -0.85 -1.46
H -7.51 0.32 -1.29
H -7.62 2.63 -0.43
H -5.56 3.79 0.27
*
```

The value obtained for the HOMO-LUMO gap is 8.4 eV.



Entry from the OMol25 dataset: C36H36N5O6Pb as an isolated structure at a distorted geometry (ωB97M-V with the def2-TZVPD basis set).

```
! RIJCOSX wB97M-V def2-TZVPD def2/J DEFGRID3
* xyz -1 1
Pb -0.42 0.12 0.58
O 0.41 4.52 -1.11
C -0.11 3.28 -1.09
O -1.01 2.98 -0.36
C 0.62 2.37 -2.05
O -0.12 1.21 -2.23
C 0.61 0.17 -2.86
C -1.72 -0.89 -2.76
O -1.42 -1.77 -5.21
O -2.28 -1.86 -2.07
H -0.01 5.06 -0.42
H 0.78 2.90 -3.01
H 1.61 2.16 -1.61
H 1.00 0.52 -3.83
H 1.47 -0.09 -2.23
O 1.06 -3.11 -2.76
C 0.39 -2.23 -2.19
N 0.19 -2.07 -0.91
C 0.74 -3.11 -0.10
C 0.17 -3.15 1.27
C 0.14 -4.37 1.96
C -0.39 -4.42 3.23
C -0.87 -3.25 3.80
C -0.79 -2.09 3.06
N -0.28 -2.03 1.83
C -0.25 -1.10 -3.07
C -0.21 -1.53 -4.53
C -0.72 -0.61 -5.57
C -1.25 0.72 -5.21
C -1.96 0.99 -4.10
N -2.42 0.08 -3.19
H 0.61 -4.09 -0.59
H 1.84 -2.98 0.01
H 0.52 -5.25 1.47
H -0.42 -5.36 3.78
H -1.30 -3.24 4.79
H -1.17 -1.16 3.45
H 0.58 -2.24 -4.76
H -0.26 -0.67 -6.56
H -1.04 1.51 -5.92
H -2.32 2.00 -3.92
C 4.50 -1.84 0.53
C 4.86 -1.48 1.83
C 4.13 -0.51 2.48
C 3.07 0.11 1.81
N 2.72 -0.25 0.57
C 3.41 -1.20 -0.04
C 2.33 1.25 2.38
C 3.06 2.18 3.13
C 2.46 3.34 3.58
C 1.13 3.57 3.27
C 0.42 2.64 2.53
C 0.98 1.44 2.07
H 5.04 -2.59 -0.02
H 5.70 -1.96 2.31
H 4.37 -0.22 3.49
H 3.07 -1.44 -1.04
H 4.11 2.01 3.33
H 3.04 4.07 4.13
H 0.66 4.49 3.60
H -0.62 2.85 2.29
C -3.51 -2.28 0.58
N -4.28 -1.35 -0.22
C -5.70 -1.62 -0.10
C -3.93 0.06 0.03
C -3.70 0.44 1.48
C -4.80 0.71 2.28
C -4.65 1.10 3.60
C -3.37 1.21 4.12
C -2.28 0.92 3.31
C -2.39 0.52 1.98
H -3.73 -3.30 0.23
H -3.74 -2.22 1.65
H -2.45 -2.09 0.44
H -3.18 -1.63 -1.76
H -6.07 -1.57 0.93
H -5.89 -2.63 -0.48
H -6.26 -0.92 -0.72
H -4.73 0.67 -0.39
H -3.01 0.28 -0.52
H -5.80 0.65 1.87
H -5.51 1.32 4.21
H -3.23 1.54 5.14
H -1.30 1.02 3.75
*
```

The value obtained for the HOMO-LUMO gap is 6.0 eV.



What did the third record say?
Entry from the OMol25 dataset: C36H36N5O6Pb as an isolated structure at a distorted geometry (ωB97M-V with the def2-TZVPD basis set).

```
! RIJCOSX wB97M-V def2-TZVPD def2/J DEFGRID3
* xyz -1 1
Pb -0.42 0.12 0.58
O 0.41 4.52 -1.11
C -0.11 3.28 -1.09
O -1.01 2.98 -0.36
C 0.62 2.37 -2.05
O -0.12 1.21 -2.23
C 0.61 0.17 -2.86
C -1.72 -0.89 -2.76
O -1.42 -1.77 -5.21
O -2.28 -1.86 -2.07
H -0.01 5.06 -0.42
H 0.78 2.90 -3.01
H 1.61 2.16 -1.61
H 1.00 0.52 -3.83
H 1.47 -0.09 -2.23
O 1.06 -3.11 -2.76
C 0.39 -2.23 -2.19
N 0.19 -2.07 -0.91
C 0.74 -3.11 -0.10
C 0.17 -3.15 1.27
C 0.14 -4.37 1.96
C -0.39 -4.42 3.23
C -0.87 -3.25 3.80
C -0.79 -2.09 3.06
N -0.28 -2.03 1.83
C -0.25 -1.10 -3.07
C -0.21 -1.53 -4.53
C -0.72 -0.61 -5.57
C -1.25 0.72 -5.21
C -1.96 0.99 -4.10
N -2.42 0.08 -3.19
H 0.61 -4.09 -0.59
H 1.84 -2.98 0.01
H 0.52 -5.25 1.47
H -0.42 -5.36 3.78
H -1.30 -3.24 4.79
H -1.17 -1.16 3.45
H 0.58 -2.24 -4.76
H -0.26 -0.67 -6.56
H -1.04 1.51 -5.92
H -2.32 2.00 -3.92
C 4.50 -1.84 0.53
C 4.86 -1.48 1.83
C 4.13 -0.51 2.48
C 3.07 0.11 1.81
N 2.72 -0.25 0.57
C 3.41 -1.20 -0.04
C 2.33 1.25 2.38
C 3.06 2.18 3.13
C 2.46 3.34 3.58
C 1.13 3.57 3.27
C 0.42 2.64 2.53
C 0.98 1.44 2.07
H 5.04 -2.59 -0.02
H 5.70 -1.96 2.31
H 4.37 -0.22 3.49
H 3.07 -1.44 -1.04
H 4.11 2.01 3.33
H 3.04 4.07 4.13
H 0.66 4.49 3.60
H -0.62 2.85 2.29
C -3.51 -2.28 0.58
N -4.28 -1.35 -0.22
C -5.70 -1.62 -0.10
C -3.93 0.06 0.03
C -3.70 0.44 1.48
C -4.80 0.71 2.28
C -4.65 1.10 3.60
C -3.37 1.21 4.12
C -2.28 0.92 3.31
C -2.39 0.52 1.98
H -3.73 -3.30 0.23
H -3.74 -2.22 1.65
H -2.45 -2.09 0.44
H -3.18 -1.63 -1.76
H -6.07 -1.57 0.93
H -5.89 -2.63 -0.48
H -6.26 -0.92 -0.72
H -4.73 0.67 -0.39
H -3.01 0.28 -0.52
H -5.80 0.65 1.87
H -5.51 1.32 4.21
H -3.23 1.54 5.14
H -1.30 1.02 3.75
*
```

The value obtained for the HOMO-LUMO gap is 6.0 eV.



Q: Number 1 is which compound?
A: C36H36IKN5O4S



Q: Which value of HOMO-LUMO gap does entry 3 give?
A: 6.0 eV